Record 1
Density functional theory data (wB97M-V/def2-TZVPD) for a molecular structure, C24H45NP2SiSn.

The HOMO-LUMO gap comes out at 2.62 eV. The multiplicity is 1. The energy relative to the best compared isomer or geometry (same formula, charge and spin) comes out at 138.51 kcal/mol. The value obtained for the HOMO energy is -4.81 eV. As for the total charge: 0. Its LUMO energy is -2.2 eV.

Last column: Mulliken charge in e.
Positions of all 74 atoms, in Å:
1 P -0.1377 0.1015 -2.7199  0.520
2 P -0.5590 0.7539 1.1361  0.798
3 C -1.6935 0.3561 -1.6980  0.901
4 C -1.6405 1.1639 -0.3218  -1.137
5 H -1.9649 -0.7145 -1.5612  -2.296
6 H -2.5570 0.7129 -2.3066  0.636
7 H -1.3961 2.1922 -0.6487  0.449
8 H -2.6358 1.1658 0.1469  0.601
9 C -1.2502 -0.7016 1.9894  -1.250
10 H -0.7250 -0.8957 2.9377  0.567
11 H -1.0647 -1.6123 1.3881  -0.137
12 H -2.3276 -0.5216 2.1421  0.473
13 C -1.0339 2.0634 2.3123  -1.329
14 H -1.9636 1.7613 2.8299  0.488
15 H -1.1317 3.0018 1.7515  0.386
16 H -0.1935 2.1210 3.0235  0.270
17 C 0.2005 -1.5661 -3.6782  -1.028
18 H 1.1754 -1.4956 -4.1800  0.492
19 H -0.5063 -1.9932 -4.4087  0.567
20 H 0.3023 -2.4903 -3.0005  0.047
21 C -0.1013 1.4681 -3.9723  -1.211
22 H -0.3894 2.4150 -3.4974  0.399
23 H -0.6914 1.3993 -4.8969  0.345
24 H 0.9566 1.5611 -4.2570  0.363
25 Sn 0.1178 -2.1737 -0.9711  0.557
26 C -3.6313 -1.3964 -0.7439  -0.138
27 C -2.9336 -2.4260 -0.2169  -0.384
28 C -3.1765 -3.8035 -0.6698  -0.946
29 C -3.2556 -3.8863 -2.2206  -1.032
30 C -2.2303 -3.0303 -2.8626  -0.761
31 C -2.5681 -1.8957 -3.5182  -0.157
32 C -3.8826 -1.2394 -3.3404  -1.299
33 C -4.5252 -1.4209 -1.9384  -1.392
34 C 2.0109 -0.7348 -1.0025  -1.005
35 H -3.6958 -0.4573 -0.1896  0.816
36 H -2.3517 -2.3457 0.6873  0.684
37 H -4.1481 -4.1190 -0.2504  0.365
38 H -2.3975 -4.4879 -0.2913  0.264
39 H -3.0999 -4.9338 -2.4861  0.536
40 H -4.2825 -3.6696 -2.5365  0.277
41 H -1.2603 -3.5256 -2.9730  1.120
42 H -2.0786 -1.5399 -4.4460  0.638
43 H -4.6125 -1.5930 -4.0838  0.421
44 H -3.7807 -0.1737 -3.5629  0.505
45 H -5.1931 -0.5682 -1.8270  0.450
46 H -5.2028 -2.2861 -1.9422  0.344
47 H 1.7656 -0.0300 -0.2170  0.296
48 H 2.4435 -0.0144 -1.7667  0.318
49 H 2.9636 -1.2133 -0.7424  0.460
50 C 2.8753 -1.7177 2.3857  -0.670
51 Si 3.4005 0.0450 2.9249  -0.033
52 C 3.0744 0.3176 4.7729  -1.099
53 C 5.2427 0.2775 2.6562  -1.041
54 N 2.4955 1.2596 2.0175  -0.094
55 C 2.6348 2.5733 1.9643  -0.156
56 C 1.9164 3.2867 0.9497  0.446
57 C 1.8905 4.6619 0.8880  -0.601
58 C 2.6065 5.4217 1.8256  -0.447
59 C 3.3679 4.7791 2.8124  -0.740
60 C 3.3967 3.4003 2.8693  -0.138
61 H 3.4371 -2.4438 3.0071  0.388
62 H 3.1337 -1.9035 1.3248  0.130
63 H 1.7844 -1.8656 2.5317  0.035
64 H 3.6786 -0.3525 5.3932  0.358
65 H 3.3090 1.3329 5.1107  0.342
66 H 2.0301 0.1256 5.0415  0.289
67 H 5.5115 0.1182 1.6029  0.277
68 H 5.5818 1.2836 2.9439  0.295
69 H 5.8028 -0.4548 3.2580  0.348
70 H 1.3315 2.6856 0.2484  0.160
71 H 1.3255 5.1556 0.1070  0.348
72 H 2.5760 6.5087 1.7902  0.314
73 H 3.9444 5.3499 3.5448  0.353
74 H 3.9862 2.8729 3.6305  0.082


Record 2
Density functional theory data (wB97M-V/def2-TZVPD) for C3H4N2O in the gas phase.

The HOMO-LUMO gap comes out at 10.66 eV. The multiplicity is 1. The energy relative to the best compared isomer or geometry (same formula, charge and spin) comes out at 60.67 kcal/mol. The value obtained for the HOMO energy is -9.81 eV. As for the total charge: 0. Its LUMO energy is 0.8 eV.

Last column: Mulliken charge in e.
Positions of all 10 atoms, in Å:
1 O -1.4700 1.5620 0.9851  -0.495
2 C -1.1030 0.4779 0.6410  0.578
3 C -1.2357 -0.7461 -0.1388  -0.397
4 N -0.0260 -0.3783 0.7199  -0.308
5 C 1.2065 -0.0105 0.1231  0.033
6 N 1.2321 0.8675 -0.7809  -0.538
7 H -1.7719 -1.6209 0.2301  0.233
8 H -1.1050 -0.6372 -1.2222  0.284
9 H 2.0653 -0.5758 0.5044  0.360
10 H 2.1905 1.0493 -1.0694  0.249


Record 3
Density functional theory data (wB97M-V/def2-TZVPD) for C5H12N2 in the gas phase.

The HOMO-LUMO gap comes out at 10.06 eV. The multiplicity is 1. The energy relative to the best compared isomer or geometry (same formula, charge and spin) comes out at 34.68 kcal/mol. The value obtained for the HOMO energy is -9.05 eV. As for the total charge: 0. Its LUMO energy is 1.0 eV.

Last column: Mulliken charge in e.
Positions of all 19 atoms, in Å:
1 C -0.5138 -1.7585 1.3790  -1.556
2 C -0.0331 -0.8255 0.2636  0.573
3 C -1.0016 0.3787 0.0897  -0.629
4 C -0.5099 1.4547 -0.8715  -0.584
5 C 1.6728 2.0395 -0.1632  -0.166
6 N 0.4977 2.4110 -0.3920  -0.480
7 N 0.3734 -1.5583 -0.9245  -0.442
8 H 0.3310 -2.4230 1.5745  0.394
9 H -1.3484 -2.4354 1.1903  0.365
10 H -0.7716 -1.1230 2.2226  0.385
11 H 0.9104 -0.4317 0.6466  -0.035
12 H -1.9637 -0.0647 -0.1577  0.390
13 H -1.1004 0.8764 1.0608  0.297
14 H -0.1076 1.0319 -1.7972  0.316
15 H -1.3474 2.0792 -1.1926  0.293
16 H 2.0275 1.0047 -0.1859  0.195
17 H 2.4813 2.7238 0.1055  0.283
18 H 0.5305 -0.9797 -1.7348  0.201
19 H -0.1269 -2.4002 -1.1132  0.200


Record 4
Density functional theory data (wB97M-V/def2-TZVPD) for a gas-phase ion, CH3N2 (charge +1).

The HOMO-LUMO gap comes out at 10.49 eV. The multiplicity is 1. The energy relative to the best compared isomer or geometry (same formula, charge and spin) comes out at 40.13 kcal/mol. The value obtained for the HOMO energy is -17.19 eV. As for the total charge: +1. Its LUMO energy is -6.7 eV.

Last column: Mulliken charge in e.
Positions of all 6 atoms, in Å:
1 C 0.3865 -0.1513 0.7876  -0.118
2 N -0.8132 -0.0435 -1.2105  -0.305
3 N -0.0768 0.0657 -0.3399  0.482
4 H 0.1272 0.3236 1.7276  0.292
5 H 1.2685 -0.6955 1.0996  0.296
6 H -0.8922 0.5010 -2.0644  0.353


Record 5
Density functional theory data (wB97M-V/def2-TZVPD) for C6H12O in the gas phase.

The HOMO-LUMO gap comes out at 10.33 eV. The multiplicity is 1. The energy relative to the best compared isomer or geometry (same formula, charge and spin) comes out at 32.38 kcal/mol. The value obtained for the HOMO energy is -9.19 eV. As for the total charge: 0. Its LUMO energy is 1.1 eV.

Last column: Mulliken charge in e.
Positions of all 19 atoms, in Å:
1 C 1.3762 0.3343 2.4182  -1.195
2 C 0.8719 0.2013 1.0043  0.092
3 C 0.7051 0.5570 -2.2664  -0.763
4 O 0.0264 -0.4917 -1.6149  -0.416
5 C -0.9520 -0.0435 -0.6977  0.300
6 C -1.7806 -1.2617 -0.2909  -1.397
7 C -0.3517 0.5206 0.5812  -0.550
8 H 2.4689 0.2731 2.5360  0.321
9 H 0.9555 -0.5201 2.9617  0.261
10 H 1.0183 1.2503 2.8981  0.311
11 H 1.5005 -0.3506 0.3087  0.350
12 H 0.0250 1.1072 -2.9377  0.302
13 H 1.5282 0.1282 -2.8370  0.268
14 H -1.6033 0.6941 -1.2030  0.357
15 H -2.3051 -1.7144 -1.1380  0.346
16 H -2.5133 -0.9886 0.4770  0.391
17 H -1.0984 -1.9977 0.1454  0.341
18 H -1.0587 1.0601 1.2169  0.361
19 H 1.1871 1.2421 -1.5620  0.319